Record 1
{"formula": "C5H18NO2S2", "method": "ωB97M-V with the def2-TZVPD basis set", "species": ["N", "C", "C", "S", "S", "C", "C", "C", "H", "H", "H", "H", "H", "H", "H", "H", "H", "H", "H", "H", "H", "H", "H", "H", "O", "H", "H", "O"], "coordinates": [[-2.2824, 0.6029, -0.5428], [-2.3570, 1.3403, 0.8267], [-1.5349, 0.5051, 1.8185], [0.0619, 1.3512, 2.2185], [1.1835, 0.7733, 0.6423], [2.2763, -0.5564, 1.4522], [2.4220, -1.6196, 0.3102], [3.7004, -2.5064, 0.4100], [-2.5894, -0.3445, -0.3374], [-2.8905, 0.9349, -1.2605], [-1.3287, 0.7101, -0.9187], [-1.8554, 2.3153, 0.6218], [-3.3149, 1.4903, 1.3815], [-2.1244, 0.4722, 2.7729], [-1.2480, -0.5290, 1.5057], [2.0836, -0.8252, 2.4918], [3.2776, -0.2056, 1.6189], [2.4073, -1.1837, -0.7006], [1.5468, -2.3090, 0.2852], [3.4826, -3.5419, 0.7034], [4.2144, -2.3847, -0.5566], [4.3631, -2.1755, 1.2423], [-3.9665, -0.3298, -3.0888], [-2.5245, -0.3833, -3.6951], [-3.0313, -0.1555, -2.9093], [-0.1295, 3.1065, -2.8238], [0.4163, 2.9158, -1.4286], [-0.2586, 2.5321, -2.0397]], "forces_ev_per_a": [[-0.454, 0.713, 2.776], [1.048, 0.270, -0.413], [0.117, 0.389, 0.582], [0.263, -0.920, 0.050], [0.019, -0.980, 1.465], [1.530, -0.066, -1.049], [-1.246, -1.308, 0.046], [0.371, 0.775, 0.918], [0.471, -0.405, -0.686], [-0.738, 0.576, -1.006], [-0.290, -0.389, -0.032], [-0.762, -0.594, 0.322], [0.076, -0.171, -1.831], [0.960, -0.146, -0.578], [-0.469, 0.833, 0.269], [-1.394, -0.254, -0.339], [0.612, 1.033, -0.527], [0.099, 0.433, 0.503], [0.322, 0.612, 0.258], [-0.143, 0.270, -0.637], [0.077, -0.569, 0.628], [-0.205, 0.090, -0.753], [0.296, -0.084, -0.357], [-0.231, -0.018, -0.170], [-0.250, 0.038, 0.341], [-0.382, -0.566, 0.318], [-0.733, -0.394, -0.669], [1.034, 0.833, 0.571]], "multiplicity": 2, "gap_ha": [0.393, 0.229], "charge": 2, "homo_ha": [-0.657, -0.653]}

Record 2
{"formula": "C5H18NO4", "method": "ωB97M-V with the def2-TZVPD basis set", "species": ["C", "O", "C", "C", "C", "C", "N", "H", "H", "H", "H", "H", "H", "H", "H", "H", "H", "H", "H", "H", "H", "O", "H", "H", "O", "H", "H", "O"], "coordinates": [[1.2043, 1.2473, 2.0839], [-0.2121, 0.9624, 2.0361], [2.0004, 0.0528, 1.6273], [1.5137, -0.6352, 0.3450], [1.2011, 0.2988, -0.8113], [0.0408, 0.1403, -2.9105], [0.5252, -0.4304, -1.8920], [1.3734, 2.1013, 1.4285], [1.4673, 1.5400, 3.0931], [-0.6446, 1.5731, 2.6505], [1.9918, -0.7145, 2.4042], [3.0548, 0.3407, 1.5858], [2.1991, -1.4369, 0.0617], [0.5936, -1.1433, 0.6253], [0.5698, 1.1070, -0.4380], [2.1158, 0.7487, -1.2098], [-0.5840, -0.4226, -3.5869], [0.2195, 1.1938, -3.0981], [0.3164, -1.4175, -1.7344], [-0.9040, -3.6179, 0.2077], [-2.2961, -3.0899, 0.4054], [-1.5148, -2.9617, -0.1484], [-1.6566, 1.7283, 0.8127], [-3.0809, 1.3282, 0.3258], [-2.3367, 1.9151, 0.1430], [-2.3541, 0.6439, -1.4570], [-2.4901, -0.7499, -0.8570], [-2.3132, -0.3017, -1.6924]], "forces_ev_per_a": [[-0.674, 0.278, -0.390], [-0.066, 0.123, 0.184], [0.490, -0.513, 0.224], [-0.311, -0.141, 0.358], [0.964, 0.105, 0.627], [-0.286, -0.238, -0.334], [0.030, 0.323, 0.099], [0.253, 0.182, -0.034], [0.260, -0.032, 0.165], [0.135, -0.268, -0.009], [-0.180, 0.013, 0.048], [-0.067, 0.171, -0.301], [0.203, 0.207, -0.111], [-0.336, -0.031, -0.103], [-0.277, -0.146, -0.369], [-0.111, -0.078, -0.079], [0.114, -0.104, -0.140], [0.010, -0.012, 0.200], [-0.142, 0.183, 0.052], [0.046, 0.000, -0.115], [-0.025, 0.055, -0.168], [0.049, -0.032, 0.289], [-0.195, -0.212, -0.195], [0.067, 0.255, 0.319], [0.100, -0.057, -0.127], [-0.028, -0.295, 0.048], [0.110, -0.177, -0.158], [-0.135, 0.440, 0.019]], "e_above_lowest_kj_mol": 87.6, "multiplicity": 1, "gap_ha": 0.364, "charge": 1, "homo_ha": -0.520}

Record 3
{"formula": "C5H18NOTi", "method": "ωB97M-V with the def2-TZVPD basis set", "species": ["C", "Ti", "N", "H", "H", "H", "H", "H", "H", "H", "H", "C", "C", "O", "C", "C", "H", "H", "H", "H", "H", "H", "H", "H", "H", "H"], "coordinates": [[-2.0771, -1.1252, -2.5443], [-1.0799, 0.0970, -1.0734], [0.4970, 0.7617, -2.4103], [-1.7238, -1.0003, -0.0567], [-2.5589, 0.6136, -1.8434], [-3.0481, -1.4679, -2.1474], [-1.3407, -1.9656, -2.5639], [-2.1677, -0.6347, -3.5330], [1.4367, 0.4277, -2.1400], [0.5820, 1.7950, -2.4511], [0.3459, 0.4765, -3.3721], [-0.7877, -0.0187, 2.5835], [-0.3776, 0.8470, 1.3833], [0.4202, 0.2321, 0.3768], [1.5112, -0.5831, 0.8057], [2.5698, 0.2536, 1.4586], [-1.4071, -0.8554, 2.2932], [-1.3978, 0.6154, 3.2333], [0.0674, -0.3716, 3.1504], [-1.2979, 1.2517, 0.8814], [0.2035, 1.7074, 1.7363], [1.1297, -1.3909, 1.4343], [1.9006, -1.0531, -0.0988], [2.2622, 0.6604, 2.4264], [3.4562, -0.3716, 1.6404], [2.8817, 1.0994, 0.8307]], "forces_ev_per_a": [[0.853, -0.174, 0.054], [-1.495, -0.423, -2.762], [0.823, 0.832, -0.165], [-0.651, -1.303, 1.652], [-0.185, 1.456, 0.928], [0.444, 0.054, -0.352], [-0.321, -0.028, -0.298], [-0.048, -0.505, 0.294], [-0.077, 0.148, -0.248], [0.096, -0.355, 0.098], [0.005, -0.221, -0.230], [-0.156, 0.489, -0.390], [-0.043, 0.521, 0.713], [0.080, -0.209, 0.431], [-0.283, 0.000, -0.214], [0.748, 0.107, 0.446], [-0.012, -0.206, -0.306], [0.132, 0.020, 0.040], [0.158, 0.026, 0.100], [0.576, -0.290, 0.269], [-0.234, 0.089, 0.050], [0.042, 0.076, 0.112], [-0.056, 0.121, -0.107], [-0.074, -0.080, -0.056], [-0.146, 0.150, -0.030], [-0.176, -0.295, -0.030]], "multiplicity": 3, "gap_ha": [0.104, 0.227], "charge": -1, "homo_ha": [0.009, -0.113]}